[1]
Density functional theory data (wB97M-V/def2-TZVPD) for a single C20H23N3O4 molecule.

```
50
Properties=species:S:1:pos:R:3:forces:R:3
C 3.406 1.947 0.534 0.36 0.00 0.33
O 2.595 1.863 -0.617 -0.45 -0.12 -0.18
C 1.233 1.835 -0.495 0.07 0.15 -0.07
C 0.542 2.200 -1.645 0.14 -0.02 0.21
C -0.838 2.232 -1.687 -0.02 -0.01 0.10
C -1.575 1.928 -0.553 0.02 0.05 -0.13
C -3.077 2.047 -0.575 -0.04 -0.12 0.18
C -3.812 0.997 0.261 -0.06 0.22 0.06
N -3.432 -0.345 -0.111 -0.26 0.33 -0.28
C -2.797 -1.187 0.720 -0.19 -0.52 -0.28
O -2.576 -0.956 1.895 0.08 0.01 0.46
C -2.403 -2.507 0.064 0.27 0.23 -0.05
C -0.986 -2.424 -0.509 -0.21 -0.29 -0.16
N -0.048 -2.030 0.514 -0.24 0.13 0.25
C 1.253 -1.790 0.135 0.40 0.06 -0.23
C 2.341 -1.974 0.978 -0.06 0.00 -0.14
C 3.620 -1.687 0.535 0.06 -0.06 0.02
C 3.830 -1.216 -0.751 0.03 0.04 -0.04
C 2.751 -1.002 -1.592 -0.04 -0.16 0.12
C 1.470 -1.280 -1.153 0.16 -0.27 0.32
N 0.349 -1.023 -1.954 0.30 0.24 -0.28
C -0.899 -1.434 -1.677 -0.12 -0.27 0.15
O -1.865 -1.099 -2.340 -0.19 -0.09 -0.24
C -0.893 1.545 0.593 0.01 0.01 0.01
C 0.492 1.456 0.639 0.21 0.01 0.10
O 1.169 1.010 1.742 0.06 0.18 -0.51
C 0.425 0.605 2.869 -0.12 -0.11 0.19
H 3.074 2.750 1.196 0.01 -0.02 -0.02
H 3.425 1.006 1.085 0.03 0.14 -0.05
H 4.405 2.173 0.162 -0.03 0.01 0.05
H 1.128 2.467 -2.511 0.11 0.06 -0.10
H -1.340 2.514 -2.601 -0.08 0.02 -0.11
H -3.414 1.970 -1.611 -0.02 0.08 -0.02
H -3.364 3.037 -0.208 -0.10 -0.01 -0.08
H -4.892 1.115 0.112 0.12 0.05 0.12
H -3.601 1.108 1.327 -0.08 0.01 -0.10
H -3.394 -0.546 -1.103 0.09 -0.16 0.15
H -2.434 -3.290 0.824 -0.02 0.07 -0.03
H -3.096 -2.755 -0.739 0.05 -0.06 0.03
H -0.727 -3.419 -0.933 -0.08 0.24 0.03
H -0.188 -2.458 1.417 0.00 0.04 -0.06
H 2.175 -2.338 1.982 -0.02 -0.07 0.12
H 4.459 -1.838 1.198 0.07 -0.02 0.05
H 4.829 -0.996 -1.093 0.10 0.03 -0.04
H 2.899 -0.601 -2.584 0.01 0.06 -0.13
H 0.467 -0.386 -2.733 -0.18 -0.04 0.12
H -1.456 1.290 1.474 -0.06 -0.12 0.15
H -0.318 -0.156 2.617 -0.01 0.04 -0.02
H 1.157 0.189 3.560 -0.06 0.03 0.02
H -0.074 1.456 3.344 -0.01 -0.04 -0.02
```
Forces are in eV/Å.

Values from the calculation:
**HOMO**: -7.83 eV
**SMILES**: COc1ccc(CCNC(=O)C[C@@H]2Nc3ccccc3NC2=O)cc1OC
**Spin multiplicity**: 1
**Energy relative to the best compared isomer or geometry (same formula, charge and spin)**: 49.6 kcal per mole

These are the natural (NBO) partial charges, in e, on atoms 1 to 8: number 1, C, carries -0.242; number 2, O, carries -0.510; number 3, C, carries 0.234; number 4, C, carries -0.258; number 5, C, carries -0.218; number 6, C, carries -0.022; number 7, C, carries -0.425; number 8, C, carries -0.222


[2]
Density functional theory data (wB97M-V/def2-TZVPD) for a single C20H23N3O5S molecule at a distorted geometry.

```
52
Properties=species:S:1:pos:R:3:forces:R:3
C 4.409 -1.721 -3.640 -0.17 -0.19 0.15
C 3.484 -2.397 -2.633 -0.12 0.24 -0.06
C 2.014 -1.931 -2.664 -0.18 -0.80 0.01
C 1.387 -2.067 -4.054 0.07 0.03 0.20
C 1.218 -2.763 -1.658 0.15 -0.01 -0.12
N 1.982 -0.541 -2.221 -0.59 0.58 0.21
S 0.602 0.217 -1.721 0.32 0.20 -0.07
O -0.581 -0.315 -2.336 0.08 -0.14 0.18
O 0.856 1.625 -1.882 0.08 -0.07 -0.02
C 0.506 -0.161 0.034 0.18 0.08 -0.73
C -0.765 -0.389 0.524 -0.17 -0.09 0.16
C -0.969 -0.729 1.855 0.08 -0.03 -0.08
C -2.370 -0.894 2.382 0.10 -0.01 -0.02
N -2.993 0.408 2.536 0.00 -0.37 -0.01
C -3.931 0.912 1.646 -0.07 -0.06 0.04
O -4.382 0.316 0.704 -0.05 0.05 -0.14
C -4.234 2.278 2.137 0.15 0.48 0.48
C -5.087 3.262 1.676 0.14 -0.08 0.13
C -5.114 4.446 2.406 0.00 -0.18 -0.11
C -4.307 4.576 3.531 -0.14 0.15 -0.08
N -3.488 3.631 3.976 0.46 -0.33 0.37
C -3.463 2.515 3.281 -0.70 0.35 -0.72
C -2.641 1.296 3.546 0.13 -0.17 0.16
O -1.849 1.061 4.417 -0.01 0.06 0.03
C 0.134 -0.851 2.689 -0.05 0.00 -0.17
C 1.407 -0.624 2.202 0.15 0.08 -0.26
C 1.615 -0.258 0.872 0.28 0.01 0.30
O 2.905 -0.098 0.454 -0.24 -0.33 0.27
C 3.285 1.203 0.027 0.13 0.29 0.06
H 4.426 -0.642 -3.499 0.09 0.18 -0.05
H 4.107 -1.937 -4.661 0.02 0.04 -0.13
H 5.423 -2.091 -3.504 0.09 0.06 -0.03
H 3.499 -3.474 -2.810 -0.06 -0.04 0.05
H 3.861 -2.213 -1.626 -0.03 -0.09 0.08
H 1.459 -3.093 -4.405 0.03 -0.13 -0.08
H 0.340 -1.779 -4.000 -0.05 -0.03 -0.07
H 1.882 -1.414 -4.769 0.05 0.04 -0.12
H 1.248 -3.812 -1.942 0.00 -0.09 -0.04
H 1.642 -2.657 -0.662 0.06 -0.05 0.12
H 0.183 -2.435 -1.640 -0.11 -0.16 0.04
H 2.529 0.079 -2.797 -0.01 0.34 -0.03
H -1.592 -0.311 -0.165 -0.19 -0.04 -0.02
H -2.989 -1.458 1.680 0.04 0.04 0.16
H -2.358 -1.386 3.358 -0.04 0.00 -0.13
H -5.696 3.114 0.797 -0.05 -0.01 -0.08
H -5.755 5.260 2.107 -0.04 0.08 0.00
H -4.313 5.487 4.114 -0.08 0.12 -0.03
H -0.004 -1.107 3.728 -0.03 -0.02 0.12
H 2.268 -0.719 2.844 0.11 0.01 0.03
H 3.388 1.863 0.895 0.01 -0.04 -0.05
H 2.569 1.634 -0.673 0.18 0.00 0.13
H 4.254 1.083 -0.454 0.00 0.06 0.00
```
Forces are in eV/Å.

Values from the calculation:
**HOMO**: -9.19 eV
**SMILES**: CCC(C)(C)NS(=O)(=O)c1cc(CN2C(=O)c3cccnc3C2=O)ccc1OC
**Spin multiplicity**: 1
**Energy relative to the best compared isomer or geometry (same formula, charge and spin)**: 34.4 kcal per mole

These are the natural (NBO) partial charges, in e, on atoms 1 to 8: number 1, C, carries -0.610; number 2, C, carries -0.399; number 3, C, carries 0.130; number 4, C, carries -0.635; number 5, C, carries -0.630; number 6, N, carries -0.893; number 7, S, carries 2.332; number 8, O, carries -0.942


[3]
Density functional theory data (wB97M-V/def2-TZVPD) for a single C20H23N5O2 molecule at a distorted geometry.

```
50
Properties=species:S:1:pos:R:3:forces:R:3
C 2.694 -8.598 0.212 0.13 -0.09 -0.11
O 1.746 -7.883 0.964 -0.21 0.18 0.13
C 1.384 -6.638 0.537 -0.09 0.10 0.06
C 1.866 -6.013 -0.606 0.09 -0.30 0.10
C 1.430 -4.742 -0.934 -0.21 0.19 0.13
C 0.510 -4.068 -0.139 0.13 -0.36 0.08
N 0.144 -2.771 -0.520 0.14 0.30 -0.35
C -0.764 -1.937 0.083 0.03 0.15 -0.35
O -1.495 -2.265 0.995 -0.14 -0.29 0.40
N -0.812 -0.674 -0.458 0.05 0.13 0.06
C 0.196 -0.126 -1.346 0.14 -0.01 -0.31
C 0.199 1.402 -1.291 0.14 -0.12 0.20
C 0.223 1.854 0.174 0.02 -0.43 -0.18
N 0.359 3.282 0.267 -0.27 0.62 -0.07
N 1.481 3.821 0.763 0.61 -0.83 0.25
N 1.421 5.086 0.746 0.40 0.74 0.19
C 0.222 5.462 0.220 -0.80 -0.92 -0.37
C -0.330 6.721 -0.014 -0.08 -0.14 -0.03
C -1.588 6.781 -0.570 0.16 0.15 0.07
C -2.248 8.098 -0.847 -0.03 -0.01 -0.01
C -2.281 5.596 -0.889 0.04 -0.17 0.02
C -1.761 4.344 -0.670 -0.21 -0.11 -0.08
C -0.490 4.281 -0.105 0.54 0.78 0.24
C -1.023 1.343 0.924 -0.06 -0.17 -0.12
C -1.750 0.271 0.108 -0.25 0.05 0.32
C 0.023 -4.698 1.004 -0.08 0.06 0.06
C 0.456 -5.963 1.332 0.26 -0.22 -0.18
H 2.334 -8.802 -0.803 0.02 0.02 0.03
H 2.836 -9.542 0.737 0.03 0.05 -0.08
H 3.650 -8.067 0.158 -0.04 -0.01 -0.01
H 2.582 -6.499 -1.251 0.06 -0.07 -0.03
H 1.818 -4.268 -1.826 0.04 0.05 -0.08
H 0.579 -2.458 -1.374 -0.10 0.05 0.14
H 1.188 -0.477 -1.036 -0.06 0.01 -0.07
H 0.016 -0.449 -2.382 0.14 0.01 0.07
H -0.676 1.811 -1.796 0.00 0.03 -0.05
H 1.086 1.774 -1.806 -0.05 0.00 0.00
H 1.132 1.458 0.641 -0.14 0.09 -0.08
H 0.225 7.610 0.241 0.05 0.15 0.02
H -1.602 8.923 -0.558 0.00 0.09 0.00
H -3.183 8.177 -0.293 -0.06 0.08 0.01
H -2.480 8.191 -1.907 -0.03 0.08 -0.05
H -3.266 5.686 -1.325 -0.11 -0.01 -0.05
H -2.320 3.456 -0.924 -0.08 -0.07 -0.04
H -0.722 0.921 1.883 -0.03 0.03 0.03
H -1.708 2.168 1.124 0.01 0.02 0.05
H -2.426 -0.296 0.750 0.03 0.15 -0.16
H -2.334 0.721 -0.701 -0.03 0.00 0.07
H -0.695 -4.189 1.624 -0.02 0.00 0.03
H 0.085 -6.458 2.215 -0.06 -0.05 0.12
```
Forces are in eV/Å.

Values from the calculation:
**HOMO**: -7.84 eV
**SMILES**: COc1ccc(NC(=O)N2CCC(n3nnc4cc(C)ccc43)CC2)cc1
**Spin multiplicity**: 1
**Energy relative to the best compared isomer or geometry (same formula, charge and spin)**: 36.0 kcal per mole

These are the natural (NBO) partial charges, in e, on atoms 1 to 8: number 1, C, carries -0.251; number 2, O, carries -0.493; number 3, C, carries 0.267; number 4, C, carries -0.252; number 5, C, carries -0.238; number 6, C, carries 0.128; number 7, N, carries -0.617; number 8, C, carries 0.798


[4]
Density functional theory data (wB97M-V/def2-TZVPD) for a single C20H23NO4 molecule.

```
48
Properties=species:S:1:pos:R:3:forces:R:3
C 4.635 2.861 -5.801 -0.18 0.06 0.15
C 3.513 3.233 -4.840 -0.09 -0.29 0.15
C 2.997 2.011 -4.088 0.25 0.12 -0.25
O 1.970 2.440 -3.216 -0.14 0.09 0.10
C 1.360 1.525 -2.420 -0.13 -0.15 0.17
C 1.655 0.166 -2.388 0.23 0.24 -0.28
C 0.968 -0.669 -1.524 -0.23 0.06 0.17
C -0.019 -0.183 -0.683 0.17 -0.24 -0.02
C -0.750 -1.119 0.252 -0.05 -0.11 -0.11
C -2.256 -1.164 -0.073 0.27 -0.17 -0.05
C -2.456 -1.474 -1.536 -0.36 0.42 -0.05
O -2.992 -0.753 -2.332 -0.09 0.11 -0.08
O -1.957 -2.669 -1.865 0.36 -0.70 0.08
N -0.554 -0.739 1.635 -0.27 0.19 -0.29
C 0.111 -1.510 2.522 0.11 0.44 0.35
O 0.599 -2.581 2.241 0.20 -0.44 -0.02
C 0.137 -0.917 3.929 0.04 -0.27 -0.12
C -1.231 -1.107 4.525 -0.05 0.10 0.18
C -2.132 -0.055 4.616 0.07 -0.03 0.04
C -3.402 -0.259 5.128 -0.11 0.05 -0.01
C -3.787 -1.520 5.548 -0.09 0.01 0.03
C -2.896 -2.577 5.455 -0.03 -0.06 0.01
C -1.627 -2.372 4.946 0.04 0.03 0.00
C -0.313 1.176 -0.722 0.13 -0.07 -0.12
C 0.364 2.019 -1.574 0.10 0.08 -0.10
H 5.472 2.423 -5.261 0.13 -0.05 0.00
H 4.989 3.744 -6.326 0.08 0.02 -0.08
H 4.286 2.140 -6.536 0.03 -0.08 -0.12
H 2.683 3.682 -5.387 -0.03 0.05 0.04
H 3.868 3.964 -4.113 -0.05 0.04 0.02
H 2.606 1.269 -4.799 0.04 0.02 0.09
H 3.814 1.550 -3.515 -0.09 -0.01 -0.05
H 2.415 -0.253 -3.028 0.08 0.00 -0.07
H 1.210 -1.722 -1.505 0.02 -0.12 0.02
H -0.333 -2.127 0.158 -0.08 0.22 -0.01
H -2.726 -0.204 0.141 -0.03 -0.05 -0.07
H -2.728 -1.944 0.526 -0.02 0.03 0.04
H -2.081 -2.840 -2.812 -0.10 0.29 0.11
H -0.929 0.149 1.930 0.06 -0.07 0.11
H 0.404 0.139 3.888 0.01 0.01 0.03
H 0.885 -1.459 4.508 0.01 0.07 -0.10
H -1.837 0.937 4.300 0.06 0.10 -0.02
H -4.092 0.569 5.200 -0.05 0.06 0.01
H -4.778 -1.680 5.947 -0.08 -0.01 0.04
H -3.191 -3.564 5.780 -0.02 -0.08 0.03
H -0.933 -3.195 4.864 0.08 -0.10 -0.01
H -1.082 1.586 -0.083 -0.13 0.08 0.07
H 0.141 3.074 -1.610 -0.03 0.13 0.00
```
Forces are in eV/Å.

Values from the calculation:
**HOMO**: -8.52 eV
**SMILES**: CCCOc1ccc([C@H](CC(=O)O)NC(=O)Cc2ccccc2)cc1
**Spin multiplicity**: 1
**Energy relative to the best compared isomer or geometry (same formula, charge and spin)**: 13.6 kcal per mole

These are the natural (NBO) partial charges, in e, on atoms 1 to 8: number 1, C, carries -0.606; number 2, C, carries -0.408; number 3, C, carries -0.059; number 4, O, carries -0.492; number 5, C, carries 0.300; number 6, C, carries -0.262; number 7, C, carries -0.184; number 8, C, carries -0.080


The records above yield energy values of -33774.776, -46656.547, -32658.838, -30794.595 eV, respectively.